2 unconnected molecules or ions with the total composition C3H6O4 in a non-equilibrium geometry. Source: the Open Molecules 2025 dataset; level of theory: the ωB97M-V functional and the def2-TZVPD basis.

- HOMO-LUMO gap: 0.40906 hartree
- M: 106.08 g mol⁻¹
- Lowest unoccupied orbital energy: 0.469 eV
- Energy above the lowest of the compared OMol25 structures with the same formula, charge and spin: 13.9 kcal/mol

Structure (ORCA input):
```
! wB97M-V def2-TZVPD RIJCOSX def2/J DEFGRID3
* xyz 0 1
C -0.969 0.022 0.007
C 0.560 0.152 -0.270
O 1.205 -0.854 0.596
O 1.201 1.374 -0.324
H -1.420 -0.871 -0.305
H -1.338 0.896 -0.635
H -1.157 0.170 1.128
H 0.790 -0.320 -1.197
H 1.649 -1.448 -0.039
H 1.592 1.492 0.595
O 4.726 0.508 0.844
C 4.604 -0.092 -0.123
O 4.427 -0.781 -1.011
*
```

2 unconnected molecules or ions with the total composition C3H6O4 in a non-equilibrium geometry. Source: the Open Molecules 2025 dataset; level of theory: the ωB97M-V functional and the def2-TZVPD basis.

- HOMO-LUMO gap: 0.37896 hartree
- M: 106.08 g mol⁻¹
- Lowest unoccupied orbital energy: 0.397 eV
- Energy above the lowest of the compared OMol25 structures with the same formula, charge and spin: 46.6 kcal/mol

Structure (ORCA input):
```
! wB97M-V def2-TZVPD RIJCOSX def2/J DEFGRID3
* xyz 0 1
C 0.847 -1.383 -0.302
O 0.291 -0.089 -0.550
C -1.117 0.043 -0.423
O -1.849 -0.886 -0.212
O -1.473 1.132 -1.140
H 1.607 -1.560 -1.060
H 1.305 -1.387 0.689
H 0.057 -2.133 -0.338
H -2.430 1.105 -1.285
C 0.726 1.288 1.157
O 1.205 0.588 1.996
H 1.289 1.936 0.471
H -0.458 1.346 0.998
*
```

A molecular structure, C3H6O5Rb in a non-equilibrium geometry. Source: the Open Molecules 2025 dataset; level of theory: the ωB97M-V functional and the def2-TZVPD basis.

- HOMO-LUMO gap: 0.12093 hartree
- M: 207.54 g mol⁻¹
- Lowest unoccupied orbital energy: 0.432 eV
- Energy above the lowest of the compared OMol25 structures with the same formula, charge and spin: 0.0 kcal/mol

Structure (ORCA input):
```
! wB97M-V def2-TZVPD RIJCOSX def2/J DEFGRID3
* xyz -1 1
C -0.003 1.026 1.332
C 0.806 0.709 0.078
O 1.725 1.718 -0.296
C 2.527 1.449 -1.392
O 2.386 0.349 -1.964
O 3.436 2.285 -1.554
O -0.906 0.011 1.569
Rb -1.458 -3.615 1.672
H -0.500 2.007 1.168
H 0.725 1.124 2.168
H 0.092 0.603 -0.759
H 1.417 -0.179 0.326
H -3.165 -1.922 -0.254
O -3.623 -2.750 -0.575
H -3.460 -2.817 -1.519
*
```

C3H6OS in the gas phase in a non-equilibrium geometry. Source: the Open Molecules 2025 dataset; level of theory: the ωB97M-V functional and the def2-TZVPD basis.

- HOMO-LUMO gap: 0.31169 hartree
- M: 90.15 g mol⁻¹
- Lowest unoccupied orbital energy: -0.051 eV
- Energy above the lowest of the compared OMol25 structures with the same formula, charge and spin: 26.8 kcal/mol

Structure (ORCA input):
```
! wB97M-V def2-TZVPD RIJCOSX def2/J DEFGRID3
* xyz 0 1
C 0.583 1.346 -0.073
C 0.706 -0.148 0.067
S 2.208 -0.741 -0.215
C -0.451 -1.030 0.266
O -1.537 -0.455 -0.417
H -0.397 1.590 -0.562
H 0.377 1.783 0.918
H 1.485 1.840 -0.481
H -0.177 -2.036 -0.055
H -0.742 -0.981 1.344
H -2.054 -1.169 -0.793
*
```

A molecular structure, C3H6OS in a non-equilibrium geometry. Source: the Open Molecules 2025 dataset; level of theory: the ωB97M-V functional and the def2-TZVPD basis.

- HOMO-LUMO gap: 0.37296 hartree
- M: 90.15 g mol⁻¹
- Lowest unoccupied orbital energy: 0.785 eV
- Energy above the lowest of the compared OMol25 structures with the same formula, charge and spin: 61.5 kcal/mol

Structure (ORCA input):
```
! wB97M-V def2-TZVPD RIJCOSX def2/J DEFGRID3
* xyz 0 1
C -0.482 -0.107 0.532
C 0.570 -0.997 -0.127
C 0.490 0.898 0.043
H -2.082 0.584 -1.215
H -0.344 -0.289 1.703
H 0.971 -1.913 0.521
H 0.352 -1.092 -1.261
H 0.902 1.792 0.669
H 0.210 1.341 -0.872
O 1.613 -0.089 -0.028
S -2.200 -0.127 0.035
*
```

A molecular structure, C3H6OS in a non-equilibrium geometry. Source: the Open Molecules 2025 dataset; level of theory: the ωB97M-V functional and the def2-TZVPD basis.

- HOMO-LUMO gap: 0.30875 hartree
- M: 90.15 g mol⁻¹
- Lowest unoccupied orbital energy: 0.307 eV
- Energy above the lowest of the compared OMol25 structures with the same formula, charge and spin: 43.6 kcal/mol

Structure (ORCA input):
```
! wB97M-V def2-TZVPD RIJCOSX def2/J DEFGRID3
* xyz 0 1
C -1.513 -1.046 0.187
C -0.240 -0.503 -0.315
C 1.557 0.930 0.126
O 0.691 -0.119 0.527
S -2.237 0.637 -0.036
H -2.009 -1.765 -0.457
H -1.490 -1.341 1.232
H -0.092 -0.385 -1.382
H 1.986 0.736 -0.863
H 2.345 0.982 0.875
H 1.003 1.874 0.107
*
```

C3H6OS in the gas phase in a non-equilibrium geometry. Source: the Open Molecules 2025 dataset; level of theory: the ωB97M-V functional and the def2-TZVPD basis.

- HOMO-LUMO gap: 0.36626 hartree
- M: 90.15 g mol⁻¹
- Lowest unoccupied orbital energy: 0.713 eV
- Energy above the lowest of the compared OMol25 structures with the same formula, charge and spin: 24.4 kcal/mol

Structure (ORCA input):
```
! wB97M-V def2-TZVPD RIJCOSX def2/J DEFGRID3
* xyz 0 1
C -0.176 0.394 1.973
C 0.574 -0.330 0.915
O 1.736 -0.505 0.698
C -0.423 -0.744 -0.255
S -0.616 0.578 -1.570
H -0.930 -0.393 2.395
H -0.798 1.316 1.677
H 0.474 0.871 2.750
H 0.063 -1.487 -0.908
H -1.434 -1.116 0.109
H -1.254 -0.309 -2.293
*
```

C3H6OS2 in the gas phase in a non-equilibrium geometry. Source: the Open Molecules 2025 dataset; level of theory: the ωB97M-V functional and the def2-TZVPD basis.

- HOMO-LUMO gap: 0.37071 hartree
- M: 122.21 g mol⁻¹
- Lowest unoccupied orbital energy: 0.358 eV
- Energy above the lowest of the compared OMol25 structures with the same formula, charge and spin: 46.2 kcal/mol

Structure (ORCA input):
```
! wB97M-V def2-TZVPD RIJCOSX def2/J DEFGRID3
* xyz 0 1
C 0.780 0.225 -0.469
C -1.652 -0.484 0.022
C -0.490 0.400 0.418
O 3.396 0.909 -0.537
S 1.600 -1.400 0.019
S 2.428 0.474 0.423
H 0.845 0.514 -1.478
H -2.039 -0.128 -0.966
H -2.504 -0.571 0.641
H -1.327 -1.431 0.155
H -0.115 0.061 1.426
H -0.924 1.432 0.346
*
```

C3H6OS3 in the gas phase in a non-equilibrium geometry. Source: the Open Molecules 2025 dataset; level of theory: the ωB97M-V functional and the def2-TZVPD basis.

- HOMO-LUMO gap (spin up / spin down): 0.24334 / 0.24328 hartree
- M: 154.28 g mol⁻¹
- Lowest unoccupied orbital energy (spin up / spin down): -0.041 / -0.040 eV
- Energy above the lowest of the compared OMol25 structures with the same formula, charge and spin: 71.4 kcal/mol

Structure (ORCA input):
```
! wB97M-V def2-TZVPD RIJCOSX def2/J DEFGRID3
* xyz 0 1
C 1.267 0.755 -0.779
C -0.019 0.262 -0.549
C -1.104 -1.251 1.657
O 2.797 2.346 -2.202
S -1.393 0.719 -1.563
S -0.193 -1.348 -0.029
S 1.410 1.884 -2.063
H 2.177 0.591 -0.226
H -1.747 -2.238 1.789
H -1.836 -0.459 1.540
H -0.491 -1.148 2.489
H -1.891 1.276 -0.505
H 1.021 -1.388 0.441
*
```

C3H6OS4 in the gas phase in a non-equilibrium geometry. Source: the Open Molecules 2025 dataset; level of theory: the ωB97M-V functional and the def2-TZVPD basis.

- HOMO-LUMO gap (spin up / spin down): 0.25453 / 0.25460 hartree
- M: 186.35 g mol⁻¹
- Lowest unoccupied orbital energy (spin up / spin down): -1.125 / -1.124 eV
- Energy above the lowest of the compared OMol25 structures with the same formula, charge and spin: 32.6 kcal/mol

Structure (ORCA input):
```
! wB97M-V def2-TZVPD RIJCOSX def2/J DEFGRID3
* xyz 0 1
C -0.684 -1.502 0.685
C -0.223 0.944 0.227
C -0.673 -0.459 -0.284
O 0.256 -1.634 1.556
S -1.703 -2.876 0.377
S -2.905 -3.059 -1.129
S -0.563 2.415 -0.891
S 0.569 -0.986 -1.755
H -0.799 1.255 1.039
H 0.836 1.169 0.502
H -1.508 -0.557 -0.961
H 0.097 -2.380 2.172
H 0.150 2.112 -2.081
H -0.321 -0.903 -2.682
*
```

C3H6OSe in the gas phase in a non-equilibrium geometry. Source: the Open Molecules 2025 dataset; level of theory: the ωB97M-V functional and the def2-TZVPD basis.

- HOMO-LUMO gap (spin up / spin down): 0.27310 / 0.26048 hartree
- M: 137.04 g mol⁻¹
- Lowest unoccupied orbital energy (spin up / spin down): 0.806 / -2.343 eV
- Energy above the lowest of the compared OMol25 structures with the same formula, charge and spin: 19.3 kcal/mol

Structure (ORCA input):
```
! wB97M-V def2-TZVPD RIJCOSX def2/J DEFGRID3
* xyz 0 3
C 0.113 -0.521 1.043
C -0.878 0.194 -1.306
C 0.283 0.157 -0.406
O 0.917 0.239 1.842
Se 1.867 0.864 -0.728
H -1.057 -0.425 1.177
H -0.517 0.154 -2.239
H -1.318 1.194 -1.204
H -1.656 -0.440 -1.174
H 0.357 -1.648 1.310
H 1.889 0.230 1.684
*
```

2 unconnected molecules or ions with the total composition C3H6P4 in a non-equilibrium geometry. Source: the Open Molecules 2025 dataset; level of theory: the ωB97M-V functional and the def2-TZVPD basis.

- HOMO-LUMO gap: 0.30884 hartree
- M: 165.98 g mol⁻¹
- Lowest unoccupied orbital energy: -0.632 eV
- Energy above the lowest of the compared OMol25 structures with the same formula, charge and spin: 0.4 kcal/mol

Structure (ORCA input):
```
! wB97M-V def2-TZVPD RIJCOSX def2/J DEFGRID3
* xyz 0 1
C -0.065 0.380 0.902
C -1.665 -0.619 -0.666
C -0.414 -0.808 0.083
P 4.636 0.803 0.268
P 3.387 -0.621 0.140
P 0.029 1.693 -0.458
P -0.106 -0.202 -1.618
H -0.827 0.634 1.619
H 0.981 0.190 1.301
H -1.978 -1.639 -1.156
H -2.342 0.147 -0.630
H -0.164 -1.747 0.596
H -1.471 1.788 -0.382
*
```